# 1
84
Properties=species:S:1:pos:R:3 method="wB97M-V/def2-TZVPD" homo_lumo_gap_ev=7.164 total_charge=-1 lumo_ha=0.0789
C 0.26226 4.36425 -2.97162
N -0.62891 4.61238 -4.11997
C -0.65310 6.02719 -4.51296
B -1.91624 3.96729 -4.07939
O -3.02228 4.75235 -4.35346
In -2.10372 1.72424 -3.63406
S -1.04123 1.05234 -1.48694
C -4.13205 0.92539 -3.68079
C -4.74093 1.16001 -5.09805
C -5.83366 2.18277 -4.97960
N -5.43831 3.51562 -5.36214
O -6.93474 1.96742 -4.50312
S -0.95136 0.54002 -5.63271
O -1.44742 -0.80409 -5.92099
O -1.00220 1.49766 -6.74163
C 0.92187 0.29945 -5.40943
F 1.35534 -0.81278 -6.01628
F 1.22785 0.20207 -4.10101
F 1.60374 1.33434 -5.90973
H 0.97130 3.55696 -3.20324
H 0.84433 5.26428 -2.76364
H -0.27140 4.05891 -2.06801
H -1.19577 6.66626 -3.80577
H 0.37866 6.39181 -4.59458
H -1.10483 6.11848 -5.50394
H -3.76666 4.21350 -4.67480
H 0.19686 1.54405 -1.56652
H -4.12137 -0.14721 -3.46179
H -4.75876 1.37883 -2.90603
H -3.98126 1.53596 -5.78842
H -5.16766 0.23472 -5.50195
H -5.56384 3.63857 -6.36328
H -6.08872 4.15138 -4.90539
C -0.45169 -1.54262 4.10082
C -0.88300 -1.36301 2.64879
C 0.24602 -0.94749 1.70247
O 0.61716 0.41012 1.79702
C 1.52850 0.74553 2.81642
N -2.01628 -0.43516 2.59442
H -0.31525 -0.58265 4.60084
H -1.21773 -2.08935 4.65203
H 0.48348 -2.10284 4.16945
H -1.23680 -2.33597 2.29495
H -0.11214 -1.06787 0.67730
H 1.12722 -1.59455 1.82320
H 2.25345 -0.05705 2.99238
H 1.02489 0.98399 3.75866
H 2.06830 1.63596 2.49161
H -2.37437 -0.40405 1.64378
H -1.65602 0.50229 2.75078
C 7.56833 1.79673 2.14874
C 6.13520 2.29319 1.98342
C 5.48066 2.74308 3.29568
O 5.06876 1.69051 4.14494
C 6.07658 1.12455 4.95551
N 5.36062 1.27339 1.27636
H 7.59700 0.79048 2.56712
H 8.06089 1.75620 1.17804
H 8.14687 2.45648 2.79890
H 6.16649 3.17908 1.34134
H 4.56640 3.28934 3.05126
H 6.13839 3.43239 3.84378
H 6.80264 1.88024 5.27270
H 6.60515 0.31284 4.44890
H 5.58943 0.71336 5.83938
H 4.44345 1.63480 1.03257
H 5.17647 0.50904 1.91996
C -3.10229 -7.64233 2.92031
C -1.92159 -7.01383 3.65261
C -1.86776 -5.48479 3.55202
O -1.42049 -4.98924 2.30899
C -2.40215 -4.90161 1.29176
N -0.68384 -7.65230 3.19771
H -2.93814 -7.66471 1.84299
H -3.23860 -8.67244 3.24843
H -4.02684 -7.09575 3.11477
H -2.03345 -7.24405 4.71722
H -1.14232 -5.12118 4.28523
H -2.83987 -5.04136 3.80779
H -3.38219 -4.65107 1.70865
H -2.48041 -5.82828 0.71782
H -2.09711 -4.10611 0.61294
H 0.09299 -7.32807 3.76537
H -0.48084 -7.30830 2.26311



# 2
73
Properties=species:S:1:pos:R:3 method="wB97M-V/def2-TZVPD" spin_multiplicity=7 homo_lumo_gap_ev="6.702 / 7.789" total_charge=+1 lumo_ha="-0.1166 / -0.0816"
O 2.57793 0.24439 1.84858
O 4.17535 1.34060 0.57126
C 1.60203 0.97595 2.66984
C 0.36046 0.15703 2.92181
H 1.39409 1.89871 2.11130
H 2.10406 1.23806 3.61298
H 0.07649 -0.49872 2.08822
H -0.46741 0.84055 3.12995
H 0.48411 -0.45409 3.82290
C 2.90365 -1.15791 2.21821
C 4.22304 -1.23870 2.91913
H 2.89160 -1.69550 1.26699
H 2.07669 -1.50636 2.84050
H 5.03918 -0.78920 2.34509
H 4.46097 -2.29100 3.08277
H 4.14878 -0.76734 3.90463
C 4.00653 0.85041 -0.79210
C 4.15492 2.79684 0.70087
C 4.28837 -0.62271 -0.82925
H 4.71417 1.40639 -1.41546
H 2.98696 1.08079 -1.14175
H 5.04385 -0.91076 -0.09272
H 4.67648 -0.87626 -1.81930
H 3.37426 -1.20365 -0.68098
C 5.31170 3.24836 1.54927
H 3.19056 3.07658 1.14690
H 4.21714 3.22999 -0.30351
H 5.22957 2.85155 2.56626
H 5.30774 4.33968 1.59364
H 6.26204 2.92505 1.11348
H 3.36758 0.80071 1.28879
Eu -1.95024 -1.46910 -1.02755
C -0.42994 -0.04435 -1.87025
Si -0.78909 1.76716 -2.05383
H -0.10684 -0.51987 -2.82750
H 0.40186 -0.23591 -1.14888
C -0.93941 2.59535 -0.37844
C -2.43245 2.00975 -2.92729
C 0.52729 2.60252 -3.09812
C -3.46960 -0.16120 0.44010
Si -5.08300 -0.81691 -0.19378
H -3.30377 0.92408 0.47673
H -3.11141 -0.60343 1.39200
C -5.74404 0.39401 -1.47435
C -6.35524 -1.08226 1.15301
C -4.81383 -2.47984 -1.08526
H 0.19159 3.58792 -3.44370
H 0.72899 1.99071 -3.98769
H 1.47729 2.73703 -2.56869
H -1.85651 2.30550 0.14332
H -0.96624 3.68317 -0.52617
H -0.09725 2.37038 0.28705
H -3.28695 1.96709 -2.24096
H -2.57000 1.23429 -3.69443
H -2.43967 2.98590 -3.42372
H -6.34334 -0.24740 1.86621
H -6.15063 -2.00637 1.71094
H -7.36570 -1.15432 0.72962
H -4.18042 -3.19134 -0.52111
H -4.40648 -2.35163 -2.10632
H -5.80687 -2.94004 -1.20472
H -6.83309 0.27602 -1.56560
H -5.30046 0.22800 -2.46630
H -5.53725 1.43091 -1.17718
N -0.78690 -3.84496 -1.77614
C -0.39270 -4.36760 -0.43854
C -0.85135 -3.25118 0.47965
O -2.09017 -3.27042 0.78608
O -0.07644 -2.24339 0.59820
H -1.43979 -4.49953 -2.21234
H 0.04007 -3.83589 -2.37200
H -0.93030 -5.27930 -0.16483
H 0.68741 -4.48302 -0.32557



# 3
81
Properties=species:S:1:pos:R:3 method="wB97M-V/def2-TZVPD" homo_lumo_gap_ev=7.664 total_charge=+1 lumo_ha=-0.1520
C 0.07603 -3.42672 -1.27220
C -1.08331 -2.54409 -0.70455
C -1.86091 -1.72670 -1.75452
C -3.27838 -1.32122 -1.24761
N -1.13026 -0.53829 -2.34167
C -0.45858 -0.95120 -3.58502
C -0.39208 0.14085 -1.48485
N -0.85108 0.46898 -0.17168
F -1.51486 1.69763 -0.26867
N 0.79006 0.64770 -1.74874
P 1.72271 1.59462 -0.55348
N 2.41683 0.64977 0.47818
H 0.01223 -3.57278 -2.35833
H 0.07009 -4.39511 -0.76075
H 1.03683 -2.93219 -1.05856
H -1.81323 -3.24161 -0.26341
H -0.68069 -1.96274 0.13987
H -2.05766 -2.40879 -2.59141
H -3.90054 -2.22404 -1.32289
H -3.73924 -0.54469 -1.86784
H -3.27497 -1.05618 -0.17866
H 0.40634 -1.60619 -3.39079
H -1.14025 -1.36440 -4.33083
H -0.02743 -0.04698 -4.05442
H -1.57240 -0.18030 0.13614
H 1.22663 0.53556 -2.65715
H 2.68506 2.37164 -1.24941
H 0.87140 2.45355 0.17796
H 2.21761 -0.32914 0.29711
O 5.44255 3.29666 -1.80297
P 6.37581 4.46625 -1.61687
O 7.82627 3.78779 -1.97891
C 8.11713 3.50167 -3.35000
C 8.34617 4.76398 -4.16192
O 6.40588 4.46719 0.02785
C 5.43384 3.76773 0.79550
C 5.93812 2.38798 1.17090
O 6.96542 6.00652 -1.64418
C 7.66488 6.63209 -0.55714
C 8.96286 5.96322 -0.16397
H 7.30793 2.90576 -3.78177
H 9.01972 2.89104 -3.35889
H 7.42800 5.35198 -4.24335
H 8.67840 4.51450 -5.17061
H 9.09590 5.39868 -3.69021
H 4.48108 3.71943 0.26744
H 5.26153 4.34544 1.70643
H 6.29985 1.83769 0.30159
H 5.14943 1.80480 1.64963
H 6.77860 2.47083 1.86189
H 7.00100 6.75073 0.29809
H 7.88960 7.64270 -0.90441
H 8.80875 4.96835 0.24999
H 9.46959 6.56288 0.59413
H 9.62261 5.85918 -1.02630
O -5.24217 -3.09829 0.90045
P -6.35515 -3.75840 1.66880
O -7.21218 -2.45164 2.17800
C -8.00813 -1.74853 1.21945
C -9.22087 -2.55091 0.78344
O -5.49816 -4.12027 3.02625
C -4.07453 -4.12055 3.05195
C -3.54509 -2.78455 3.53916
O -7.52859 -4.83298 2.09663
C -7.73696 -5.32932 3.42889
C -8.09484 -4.27705 4.45427
H -7.39262 -1.47866 0.35600
H -8.33241 -0.82434 1.69759
H -8.92344 -3.44039 0.22161
H -9.86825 -1.94853 0.14469
H -9.79308 -2.88983 1.64656
H -3.66334 -4.38628 2.07847
H -3.76766 -4.90409 3.74796
H -3.97760 -1.95024 2.98393
H -2.45741 -2.74208 3.44521
H -3.80853 -2.63341 4.58669
H -6.88086 -5.92278 3.74663
H -8.57185 -6.02809 3.34686
H -7.28083 -3.57681 4.63267
H -8.33314 -4.75743 5.40474
H -8.95917 -3.69654 4.12934